(A)
# C3H5O2P

A molecular structure, C3H5O2P (ωB97M-V with the def2-TZVPD basis set, the OMol25 dataset).

Calculated values
Kohn-Sham gap in eV: 9.131

The geometry in ORCA input format:
```
! RIJCOSX wB97M-V def2-TZVPD def2/J DEFGRID3
* xyz 0 1
C -0.039 -0.825 0.367
C 0.921 -0.725 1.432
C -0.302 0.403 -0.638
O -0.141 -1.741 3.912
O -0.908 -0.883 1.543
P -0.041 -2.210 2.575
H -0.120 -1.724 -0.159
H 1.043 0.292 1.643
H -1.326 0.749 -0.560
H -0.027 0.255 -1.620
H 0.148 1.334 -0.228
*
```

(B)
# C3H5O2P

C3H5O2P in the gas phase (ωB97M-V with the def2-TZVPD basis set, the OMol25 dataset).

Calculated values
Kohn-Sham gap in eV: 9.162

The geometry in ORCA input format:
```
! RIJCOSX wB97M-V def2-TZVPD def2/J DEFGRID3
* xyz 0 1
O -3.879 0.283 0.092
C -2.872 0.356 0.572
P -1.227 -0.773 -0.225
C -0.025 0.451 0.447
C 1.069 0.870 -0.381
O 1.217 -0.246 0.446
H -1.533 -1.315 0.962
H -0.180 -1.698 -0.762
H -0.197 0.910 1.315
H 1.127 0.587 -1.380
H 1.635 1.680 -0.165
*
```

Which structure wins on stability? (A) wins.

(A)
# C4H12N2S

A gas-phase ion, C4H12N2S (charge +1) (ωB97M-V with the def2-TZVPD basis set, the OMol25 dataset).

Calculated values
Kohn-Sham gap (spin up / spin down) in eV: 10.113 / 4.569

The geometry in ORCA input format:
```
! RIJCOSX wB97M-V def2-TZVPD def2/J DEFGRID3
* xyz 1 2
C -0.956 0.645 2.498
N 0.425 0.533 1.912
C 0.471 0.032 0.557
C -0.223 1.044 -0.426
S 0.098 0.778 -2.203
C -0.161 -1.476 0.464
N 0.286 -2.103 -0.808
H -1.668 -0.313 2.118
H -1.449 1.613 2.197
H -0.826 0.801 3.601
H 0.964 -0.073 2.512
H 1.566 -0.078 0.259
H -0.108 2.093 -0.085
H -1.306 0.851 -0.177
H 1.358 0.762 -1.939
H 0.126 -1.918 1.473
H -1.248 -1.375 0.559
H -0.071 -3.058 -0.840
H 1.328 -2.237 -0.711
*
```

(B)
# C4H12N2S

A gas-phase ion, C4H12N2S (charge +1) (ωB97M-V with the def2-TZVPD basis set, the OMol25 dataset).

Calculated values
Kohn-Sham gap (spin up / spin down) in eV: 11.211 / 5.535

The geometry in ORCA input format:
```
! RIJCOSX wB97M-V def2-TZVPD def2/J DEFGRID3
* xyz 1 2
C 2.091 0.815 1.117
C 0.753 0.317 0.499
C 1.082 -0.637 -0.640
S -0.354 -1.755 -0.927
N -0.099 1.409 0.161
C -1.349 1.502 0.839
N -2.156 0.386 0.345
H 1.935 1.811 1.547
H 2.435 0.261 1.988
H 2.874 0.845 0.361
H 0.305 -0.271 1.306
H 1.252 -0.053 -1.530
H 1.847 -1.382 -0.454
H -0.496 -1.696 -2.245
H 0.406 2.283 0.054
H -1.251 1.353 1.914
H -1.854 2.407 0.621
H -1.794 -0.535 0.568
H -2.508 0.451 -0.604
*
```

Which structure wins on stability? (B) wins.

(A)
# C2H2ClNS

2 unconnected molecules or ions with the total composition C2H2ClNS (ωB97M-V with the def2-TZVPD basis set, the OMol25 dataset).

Calculated values
Kohn-Sham gap in eV: 9.051

The geometry in ORCA input format:
```
! RIJCOSX wB97M-V def2-TZVPD def2/J DEFGRID3
* xyz 0 1
C 1.064 -0.293 0.283
C -0.095 0.491 0.070
N 1.864 -1.093 0.456
S -1.173 -0.145 -1.294
Cl 0.293 2.245 -0.096
H -1.060 0.094 1.448
H -0.894 -1.298 -0.868
*
```

(B)
# C2H2ClNS

C2H2ClNS in the gas phase (ωB97M-V with the def2-TZVPD basis set, the OMol25 dataset).

Calculated values
Kohn-Sham gap (spin up / spin down) in eV: 7.680 / 7.678

The geometry in ORCA input format:
```
! RIJCOSX wB97M-V def2-TZVPD def2/J DEFGRID3
* xyz 0 1
H 0.861 0.836 -0.227
N -0.063 1.027 0.095
C -0.940 0.129 -0.126
C -2.475 -0.001 -0.016
S -3.589 -1.387 0.048
Cl -3.124 1.576 -0.040
H -0.538 -0.909 -0.608
*
```

(C)
# C2H2ClNS

C2H2ClNS in the gas phase (ωB97M-V with the def2-TZVPD basis set, the OMol25 dataset).

Calculated values
Kohn-Sham gap (spin up / spin down) in eV: 6.511 / 7.392

The geometry in ORCA input format:
```
! RIJCOSX wB97M-V def2-TZVPD def2/J DEFGRID3
* xyz 0 1
C -0.169 0.283 0.052
C -1.373 -0.327 -0.249
N 1.032 -0.344 -0.013
S 1.480 -1.877 0.079
Cl -2.689 0.665 0.086
H 0.020 1.297 0.193
H 1.700 0.303 -0.147
*
```

Which structure wins on stability? (B) wins.

(A)
# C4H23N2O8

7 unconnected molecules or ions with the total composition C4H23N2O8 (ωB97M-V with the def2-TZVPD basis set, the OMol25 dataset).

Calculated values
Kohn-Sham gap in eV: 10.209

The geometry in ORCA input format:
```
! RIJCOSX wB97M-V def2-TZVPD def2/J DEFGRID3
* xyz 1 1
O 1.363 2.335 1.510
C 1.977 2.036 0.526
O 3.308 2.343 0.462
C 1.425 1.124 -0.612
C 1.447 -0.322 -0.093
C 0.539 -0.677 1.121
N -0.853 -0.963 0.579
N 0.132 1.560 -1.159
H 3.689 2.653 1.284
H 2.193 1.151 -1.374
H 2.447 -0.538 0.291
H 1.341 -1.014 -0.903
H 0.399 -0.123 2.099
H 0.709 -1.686 1.595
H -1.287 -1.608 1.245
H -0.803 -1.422 -0.366
H -1.489 -0.142 0.309
H 0.199 2.495 -1.605
H -0.676 1.430 -0.585
H -1.604 -3.439 -1.643
H -0.149 -3.210 -1.645
O -0.903 -3.267 -0.997
H -0.897 -0.049 -2.461
H -2.319 0.048 -2.702
O -1.661 -0.660 -2.596
H 0.784 0.260 4.715
H 0.574 1.845 4.139
O 0.649 0.904 4.008
H 0.982 -1.785 -3.043
H 1.851 -3.066 -2.973
O 1.123 -2.608 -2.557
H -1.025 4.467 0.605
H -0.591 3.065 1.121
O -0.759 3.583 0.328
H -4.477 -0.961 0.716
H -3.972 -2.353 0.226
O -3.666 -1.408 0.435
*
```

(B)
# C4H23N2O8

7 unconnected molecules or ions with the total composition C4H23N2O8 (ωB97M-V with the def2-TZVPD basis set, the OMol25 dataset).

Calculated values
Kohn-Sham gap in eV: 10.922

The geometry in ORCA input format:
```
! RIJCOSX wB97M-V def2-TZVPD def2/J DEFGRID3
* xyz 1 1
N -0.083 0.822 -0.978
C -0.296 0.136 0.338
C -1.635 0.579 0.967
C -2.778 -0.285 0.505
O -1.857 1.935 0.507
C 0.915 0.394 1.252
N 0.863 -0.181 2.469
O 1.857 1.061 0.885
H -1.012 1.043 -1.312
H 0.418 0.198 -1.641
H 0.460 1.770 -0.886
H -0.350 -0.936 0.177
H -1.575 0.654 2.055
H -3.749 -0.031 0.939
H -2.599 -1.334 0.760
H -2.916 -0.241 -0.581
H -2.772 2.172 0.548
H 0.157 -0.850 2.725
H 1.608 -0.082 3.133
H 2.100 3.016 -0.646
H 0.813 3.672 -0.183
O 1.197 3.189 -0.955
H 3.022 -2.837 -0.257
H 1.802 -2.146 -1.020
O 2.110 -2.535 -0.163
H -0.709 4.885 1.147
H -0.809 3.308 1.072
O -0.201 4.077 1.172
H -1.568 -3.519 -3.095
H -1.167 -3.319 -1.587
O -1.281 -2.864 -2.456
H 0.018 -4.762 0.852
H 0.804 -3.472 0.343
O -0.068 -3.861 0.551
H 0.174 -1.983 -2.582
H 1.478 -1.565 -3.334
O 1.024 -1.473 -2.490
*
```

Which structure wins on stability? (B) wins.